A 3-piece molecular cluster, C25H34BClF16N4O7PS overall at a distorted geometry, computed with wB97M-V/def2-TZVPD.

Highest occupied orbital energy   -0.1620 Eh
Orbital gap   6.4692 eV
DFT total energy   -4541.34861 Ha

```
! wB97M-V def2-TZVPD RIJCOSX def2/J DEFGRID3
* xyz -1 1
C -4.30 4.90 -3.89
C -3.62 4.70 -2.52
C -3.30 3.22 -2.18
C -4.06 2.74 -0.92
N -3.33 1.89 0.00
C -2.92 0.60 -0.51
N -3.62 0.13 -1.69
C -4.76 -0.26 -1.58
S -6.25 -0.68 -1.50
O -1.56 0.81 -0.98
B -0.58 0.02 -0.33
Cl 0.42 -1.20 -1.42
P 0.76 0.93 0.84
C 0.68 2.76 0.54
O 2.30 0.50 0.35
O -1.32 -0.88 0.58
C -2.64 -0.45 0.64
C -2.80 0.17 2.04
C -2.58 -0.82 3.16
N -3.79 -1.59 3.55
C -3.36 -2.87 4.13
C -3.27 -3.92 3.03
C -4.56 -0.84 4.49
C -4.18 -0.78 5.95
O -5.55 -0.26 4.13
N -3.48 -1.68 0.64
C -3.18 -2.54 -0.17
O -2.83 -3.53 -0.72
H -5.24 5.41 -3.74
H -3.69 5.52 -4.53
H -4.55 3.97 -4.37
H -4.27 5.13 -1.77
H -2.69 5.24 -2.46
H -2.24 3.07 -2.09
H -3.66 2.65 -3.02
H -4.37 3.60 -0.36
H -4.98 2.27 -1.24
H -2.49 2.36 0.30
H 1.43 3.24 1.15
H -0.29 3.08 0.89
H 0.78 3.00 -0.52
H 2.69 -0.06 1.01
H -3.77 0.63 2.19
H -2.07 0.96 2.17
H -2.27 -0.23 4.03
H -1.75 -1.46 2.94
H -4.09 -3.23 4.85
H -2.38 -2.82 4.60
H -2.47 -3.66 2.35
H -4.21 -3.98 2.50
H -3.02 -4.88 3.46
H -4.08 -1.77 6.37
H -4.98 -0.30 6.48
H -3.26 -0.22 6.12
C 6.56 -0.97 3.57
C 7.90 -0.23 3.78
C 8.24 0.27 5.19
F 7.36 1.18 5.64
F 9.46 0.87 5.16
F 8.02 0.76 2.88
F 8.88 -1.14 3.49
O 5.45 -0.27 3.02
C 4.57 0.46 3.78
C 4.59 1.95 3.44
F 5.82 2.48 3.58
F 3.75 2.61 4.28
F 4.74 0.22 5.10
F 3.34 0.02 3.47
H 6.79 -1.71 2.80
H 6.28 -1.55 4.45
H 8.28 -0.56 5.90
H 4.26 2.10 2.41
C 1.31 -2.33 -5.16
C 2.75 -2.88 -5.26
C 3.91 -1.89 -5.35
F 3.84 -1.10 -6.44
F 5.08 -2.57 -5.42
F 2.82 -3.78 -6.28
F 2.96 -3.58 -4.11
O 0.51 -2.28 -6.35
C 0.54 -1.23 -7.23
C 1.04 -1.66 -8.62
F 2.27 -2.20 -8.56
F 1.10 -0.57 -9.42
F 1.21 -0.17 -6.75
F -0.74 -0.83 -7.41
H 0.78 -3.05 -4.54
H 1.27 -1.40 -4.61
H 3.93 -1.26 -4.45
H 0.36 -2.39 -9.06
*
```

Atom charges from the Mulliken analysis, given in e for atoms 1 to 5: -1.10 -0.56 -0.15 -1.30 -0.26